The following is a quantum chemistry calculation of a 13-piece molecular cluster, C3H30N2O14 overall at a distorted geometry, from the OMol25 dataset.

XYZ file:
```
49
Properties=species:S:1:pos:R:3:forces:R:3
O -2.19050 2.24522 1.92400 0.3037 -0.4711 -0.1531
C -1.82329 2.36800 0.78485 -0.7143 1.2705 0.3070
C -0.39439 2.27066 0.32498 -0.1481 0.0079 0.2087
N -0.18786 1.09396 -0.49864 0.1053 -0.7001 0.3054
C -0.33529 0.88038 -1.83471 -0.3789 0.8258 1.8970
N -1.29630 1.68417 -2.43566 0.9995 0.2618 -1.3082
O 0.41305 0.10382 -2.40725 -0.1185 -0.2827 -0.8946
H -2.57763 2.73171 0.05637 0.1545 -0.3964 -0.3168
H -0.06286 3.20716 -0.12947 -0.2932 -0.0793 -0.4538
H 0.23431 2.19721 1.20938 0.0506 -0.2929 0.0016
H 0.43971 0.42874 -0.07409 0.2078 0.0559 -0.1881
H -0.97871 1.81688 -3.38642 -0.4540 0.1306 -0.2942
H -2.29655 1.60378 -2.36275 0.1251 -0.2603 0.5611
H 0.90932 0.84823 -4.65484 0.3262 -0.2800 0.5458
H 1.96536 1.61445 -3.75112 -0.1786 -0.5194 0.1045
O 1.36728 1.67480 -4.49551 -0.1358 0.9708 -0.8339
H 3.01068 -2.64163 0.56368 -0.2010 -0.0405 -0.1418
H 1.94955 -1.50800 0.64092 -0.0289 -0.2804 -0.1347
O 2.82506 -1.77621 0.93961 0.2605 -0.0900 0.3012
H 3.05516 2.03715 1.26206 -0.1502 0.0687 0.0683
H 2.15460 1.58044 2.38728 0.3053 0.0233 0.2638
O 2.55967 2.38073 2.02001 -0.1225 -0.2743 -0.2439
H 2.32791 -1.63553 -2.94641 -0.1244 -0.0171 0.1318
H 3.78017 -1.25555 -2.99921 0.2031 -0.1048 -0.0087
O 3.18787 -1.91096 -2.61582 0.0832 0.2389 -0.0659
H 2.36043 0.58325 -1.38657 -0.0972 -0.2841 -0.0854
H 3.10783 -0.38444 -0.41898 0.0033 0.0618 -0.1309
O 2.61521 0.44738 -0.47065 0.2143 0.4084 0.2681
H 1.33460 -0.85556 3.45706 0.1921 -0.5027 -0.1942
H 2.86874 -0.87821 2.99825 -0.4537 -0.3799 -0.2774
O 2.21625 -0.48832 3.58543 0.0820 0.9328 0.4178
H -4.99837 -0.10531 -0.12787 -0.0496 -0.0137 -0.1813
H -5.12984 1.36940 -0.58670 -0.0358 -0.0760 -0.2243
O -5.21696 0.78149 0.16465 0.0393 0.0828 0.3817
H -2.12538 -1.01763 -2.73569 0.0397 -0.0626 0.1259
H -3.21444 -1.27004 -1.68178 0.2446 -0.1328 -0.1022
O -2.91943 -1.53613 -2.56136 -0.1370 0.1504 -0.0066
H -0.59022 1.93228 4.23409 -0.0073 -0.0295 -0.1675
H -2.11303 2.03077 4.06143 0.1434 0.0386 -0.2669
O -1.39588 2.21002 4.67297 -0.0630 0.0309 0.6083
H 0.45518 -2.25017 -2.51662 0.4145 0.6657 0.4531
H -0.38946 -3.25197 -1.99380 -0.3670 -0.4603 0.8748
O 0.26185 -2.62995 -1.64794 -0.2367 -0.2682 -1.0782
H -1.39284 -4.18618 1.51949 0.4232 0.0161 0.0641
H -0.27613 -3.06873 1.52014 0.0366 -0.3465 0.2705
O -1.18834 -3.27246 1.30530 -0.7088 0.1777 -0.5390
H -1.30284 -1.64561 3.31504 0.1063 0.0547 -0.1890
H -0.58782 -2.63228 4.19899 0.2205 0.0080 0.0962
O -0.41542 -1.92123 3.57387 -0.0801 0.1634 0.2239
```
Positions in Å, forces in eV/Å.

Values from the calculation:
Relative energy (zero: lowest compared OMol25 entry of this formula, charge and spin)   0.31 kcal per mole
Total charge   0
E_tot   -35243.030 eV
Orbital gap   0.35799 hartree
E_HOMO   -10.025 eV


The following is a quantum chemistry calculation of C24H24ClN3O4PRe as an isolated structure, from the OMol25 dataset.

XYZ file:
```
58
Properties=species:S:1:pos:R:3:forces:R:3
Re -0.01522 0.09027 0.40693 0.0090 0.0406 0.7502
N 1.56783 1.65973 0.60121 -0.2345 0.0175 0.1342
C 1.33066 2.29487 1.92105 0.0863 -0.0496 -0.2925
C 1.09478 1.17992 2.91041 -0.0860 -0.3595 0.0116
O 1.41124 1.25476 4.06467 -0.0147 -0.0585 0.1850
N 0.50160 0.04021 2.32708 0.2612 -0.0078 -0.3916
C 0.90310 -1.24771 2.88820 -0.1045 0.4017 -0.0015
C 1.33563 -2.11980 1.72935 -0.0730 0.2634 -0.5959
O 1.74952 -3.23150 1.85302 0.0829 -0.2323 -0.0718
O 1.16599 -1.51812 0.52492 0.1238 -0.2577 0.2398
H 2.47006 1.19102 0.61059 0.0666 -0.0237 -0.0604
H 1.60535 2.34751 -0.14287 -0.0951 0.0319 -0.0647
H 0.45019 2.92375 1.84128 -0.1059 0.1143 -0.0252
H 2.16264 2.89935 2.26869 0.0948 0.0244 0.0227
H 0.08313 -1.76077 3.38350 -0.0524 0.0411 0.0887
H 1.71813 -1.15378 3.59880 0.0928 0.0844 0.1121
O -0.89476 2.82470 -0.28536 -0.2210 -0.1965 0.2481
N -1.44014 1.53829 -0.03199 -0.1255 0.4146 -0.2321
C -2.70115 1.52649 -0.27954 -0.1326 -0.1467 0.0397
C -3.67071 0.43792 -0.21755 0.1486 0.2888 0.0221
C -4.98908 0.86888 -0.39441 -0.1089 0.0290 0.0038
C -6.04351 -0.02627 -0.34459 -0.0094 0.0241 -0.0011
C -5.78226 -1.36779 -0.12054 -0.0089 -0.0876 0.0157
C -4.47202 -1.80784 0.04268 -0.1141 -0.0527 -0.0293
C -3.40613 -0.92352 -0.01215 0.0738 -0.0724 -0.0223
P -1.72994 -1.60549 0.19696 -0.0330 0.0967 -0.1323
C -1.45908 -2.69166 -1.22191 -0.0757 -0.1159 0.0123
C -0.37845 -3.57930 -1.18630 0.0202 0.0117 -0.1077
C -0.10310 -4.36879 -2.29283 0.0145 0.0148 0.0198
C -0.88062 -4.26720 -3.43974 0.0089 -0.0199 -0.0077
C -1.93951 -3.37268 -3.48547 -0.0078 0.0443 0.0567
C -2.23343 -2.58636 -2.37808 0.0496 -0.0396 -0.0025
C -1.93938 -2.61630 1.68121 -0.0132 -0.0487 0.0094
C -2.28169 -1.94446 2.85784 -0.0619 -0.0061 -0.0312
C -2.49639 -2.65301 4.02443 -0.0161 -0.0433 0.0110
C -2.35978 -4.03812 4.02625 0.0041 -0.0288 0.0181
C -2.01814 -4.70697 2.86220 0.0256 0.0027 -0.0339
C -1.81124 -3.99952 1.68160 -0.0128 -0.0795 0.0732
H -0.57928 2.71665 -1.21238 0.1531 0.0899 0.0494
H -3.09715 2.49262 -0.57580 -0.0639 0.0179 -0.0372
H -5.18459 1.92200 -0.56510 0.0022 -0.0710 0.0124
H -7.05952 0.32325 -0.47735 0.0533 -0.0221 0.0074
H -6.59796 -2.08006 -0.07378 0.0671 0.0385 -0.0054
H -4.27948 -2.86128 0.21476 -0.0212 0.0402 -0.0077
H 0.25709 -3.64769 -0.31226 0.0040 0.0033 -0.0429
H 0.72947 -5.06037 -2.25869 -0.0320 0.0266 0.0017
H -0.65822 -4.88602 -4.30084 -0.0039 0.0395 0.0442
H -2.53881 -3.28382 -4.38289 0.0081 -0.0021 0.0440
H -3.06193 -1.89137 -2.42776 -0.0108 -0.0037 0.0146
H -2.37102 -0.86301 2.86416 -0.0090 0.0123 -0.0151
H -2.76152 -2.12947 4.93340 0.0029 -0.0062 -0.0035
H -2.51781 -4.59406 4.94182 0.0031 0.0181 -0.0291
H -1.90738 -5.78426 2.86565 -0.0085 0.0534 -0.0013
H -1.55037 -4.53257 0.77590 -0.0533 0.0283 0.0890
Cl 0.25042 1.50063 -2.65305 0.1622 -0.1838 -0.1764
C 0.50509 -0.02871 -1.68041 0.3876 -0.2111 0.3750
H 1.56959 -0.24672 -1.76318 0.0046 0.0309 -0.0950
H -0.01794 -0.81326 -2.21813 -0.1016 0.0817 -0.1944
```
Positions in Å, forces in eV/Å.

Values from the calculation:
Multiplicity   2
Relative energy (zero: lowest compared OMol25 entry of this formula, charge and spin)   2.25 kcal per mole
Total charge   +1
E_tot   -61873.190 eV
Orbital gap (alpha / beta)   0.24773 / 0.24134 hartree
E_HOMO (alpha / beta)   -11.718 / -11.382 eV


The following is a quantum chemistry calculation of an isolated ion of composition C17H38N5OS and charge +1 at a distorted geometry, from the OMol25 dataset.

XYZ file:
```
62
Properties=species:S:1:pos:R:3:forces:R:3
C 1.40526 4.79748 2.23604 -0.4715 -0.3103 -0.2269
O 1.14832 5.57456 1.08236 0.3472 -0.0829 0.2491
C 1.83871 5.18390 -0.08602 -0.1975 0.1859 -0.4708
C 1.05594 4.19471 -0.93565 -0.5028 -0.3464 0.2054
C 1.05121 2.75306 -0.43872 0.6595 0.1810 0.3510
C 2.43627 2.06652 -0.42495 -1.0511 -0.0420 -0.2368
C 2.53218 1.10264 0.76144 0.6121 -0.1297 -0.4951
C 3.45336 -0.11077 0.58295 -0.1380 0.1357 -0.0086
C 3.30820 -0.83688 -0.75514 0.0898 0.5196 0.6401
C 1.88576 -1.09571 -1.18415 -0.1357 -0.7722 -0.9878
N 1.21807 -2.23354 -0.48749 0.5441 0.9888 0.3641
C 1.99737 -3.22166 0.27422 -1.2982 -1.2200 0.2895
C 0.86810 -3.78266 1.18185 0.8980 0.0057 0.9433
S 1.51353 -4.58306 2.68292 0.6394 0.0526 0.0608
N 0.07385 -2.57567 1.43180 -2.1125 -1.4231 0.4126
N 0.74028 -1.70908 2.37191 0.3682 0.5787 -0.1844
C 0.04403 -2.05281 0.13726 1.2058 0.0735 0.2041
N -1.03078 -1.54979 -0.36741 -0.0548 0.5884 0.0097
C -1.18855 -1.06231 -1.73895 -1.3136 -0.2562 -0.1130
C -2.44532 -1.67366 -2.37724 0.2240 0.8884 0.0522
C -3.74396 -0.96769 -1.95203 -0.0544 -1.0376 0.2547
C -4.51551 -1.81776 -0.91565 0.3855 1.1602 -0.6268
C -5.55160 -0.97090 -0.17148 0.5000 -1.3824 0.3058
N -5.90312 -1.61348 1.11957 -0.0345 0.5313 -0.6298
H 1.53429 5.42851 3.10690 0.0610 0.2715 0.0455
H 2.27525 4.15830 2.12142 0.3923 0.0156 -0.0648
H 0.56167 4.13216 2.42205 -0.1740 -0.0690 0.1449
H 1.94828 6.08480 -0.68002 0.0856 0.2602 -0.0311
H 2.84564 4.83208 0.13640 0.1530 -0.0755 0.2141
H 0.02658 4.54145 -0.90540 -0.2218 0.1786 -0.1391
H 1.35345 4.23584 -1.98057 0.3040 0.0623 -0.1330
H 0.34565 2.15609 -1.01460 -0.1148 -0.1032 -0.1719
H 0.68333 2.74100 0.58119 -0.2357 0.1162 0.2753
H 2.53346 1.57031 -1.38621 0.2709 -0.1690 -0.1217
H 3.20549 2.82244 -0.39647 0.4024 0.1162 0.1329
H 1.53035 0.77620 1.03152 -0.2356 -0.0719 0.0553
H 2.92553 1.67167 1.59461 -0.1836 0.0736 0.4409
H 3.29596 -0.78794 1.41863 -0.0342 -0.1104 0.1532
H 4.47899 0.23200 0.65729 0.3033 -0.0102 0.0210
H 3.73178 -0.18364 -1.50653 0.0722 0.0452 -0.3774
H 3.92900 -1.72619 -0.75739 -0.0521 -0.2860 -0.1176
H 1.88520 -1.28895 -2.25366 0.0097 -0.1990 -0.1908
H 1.26896 -0.21887 -1.05396 -0.1226 0.2737 0.2412
H 2.28128 -4.00971 -0.40988 0.7464 0.0098 -0.0190
H 2.75388 -2.84816 0.94827 0.4896 0.3887 -0.4246
H 0.29275 -4.56057 0.70501 -0.5522 0.2945 -0.5065
H 0.47524 -4.44655 3.52183 -0.2419 0.0277 -0.3759
H 0.45742 -0.75415 2.16661 -0.0117 -0.0006 -0.0328
H 0.33057 -1.91931 3.27519 -0.0467 -0.0453 0.0115
H -1.83044 -1.50869 0.25560 0.0327 -0.0010 -0.0728
H -1.35410 0.00672 -1.68854 0.4178 0.3417 -0.1135
H -0.34443 -1.31152 -2.35713 0.5069 -0.0408 0.2223
H -2.45220 -2.73364 -2.15049 -0.1859 -0.2909 -0.1708
H -2.31077 -1.53072 -3.44137 0.0647 -0.2342 -0.3289
H -3.52365 0.02153 -1.55668 0.0601 0.1847 0.1181
H -4.36330 -0.81840 -2.82582 -0.2063 0.1372 -0.2155
H -4.97091 -2.63644 -1.46038 -0.1327 -0.3667 0.1684
H -3.77800 -2.22978 -0.23205 -0.1602 -0.2061 0.4331
H -5.09724 -0.00588 0.00372 -0.1309 0.4373 0.0909
H -6.41188 -0.87469 -0.82563 -0.2260 0.3736 0.0013
H -6.86519 -1.92284 1.06553 0.0328 -0.0512 0.3231
H -5.83950 -0.90989 1.84362 -0.2457 -0.1644 0.1522
```
Positions in Å, forces in eV/Å.

Values from the calculation:
Total charge   +1
E_tot   -38570.443 eV
Orbital gap   0.32172 hartree
E_HOMO   -11.707 eV
SMILES   COCCCCCCCCN1C[C@@H](S)N(N)/C1=[NH+]/CCCCCN